ORCA calculation (ωB97M-V with the def2-TZVPD basis set) on a molecular structure, C12H16NO.

```
30
Properties=species:S:1:pos:R:3:lowdin_charge:R:1
C -1.643 1.222 -0.334 -0.194
H -2.698 1.664 2.115 0.084
C -1.072 0.476 -1.459 -0.230
H -3.137 -0.121 0.335 0.106
H -0.636 1.166 -2.089 0.077
C -0.187 -0.643 -0.993 -0.369
N -1.219 -0.986 0.609 -0.154
H 0.601 -2.466 -1.768 0.057
H 4.412 0.856 1.111 0.082
C 2.586 1.517 0.350 -0.105
H 1.731 -2.274 0.287 0.079
O -1.791 -2.152 0.487 -0.278
C 1.050 -0.306 -0.395 -0.164
H 3.650 -1.519 1.510 0.078
C 1.894 -1.246 0.325 0.002
H -2.555 1.781 -0.909 0.143
H -1.105 -2.426 -1.523 0.025
C 3.090 -0.820 0.942 -0.107
H -1.054 1.014 2.181 0.086
C -0.280 -1.862 -1.791 -0.076
C 1.415 1.042 -0.192 -0.065
H 2.828 2.591 0.455 0.102
H -0.486 -1.609 -2.957 0.121
H 0.823 1.803 -0.611 0.068
H -1.005 2.020 0.105 0.096
C -2.123 0.701 2.053 -0.084
C -2.180 0.156 0.660 -0.396
H -1.917 0.020 -2.057 0.135
H -2.375 -0.128 2.630 0.047
C 3.382 0.527 0.925 -0.167
```

Computed properties:
largest force on an atom	4.05	eV Å⁻¹
total charge	-1
HOMO-LUMO gap (spin up / spin down)	5.55 / 5.55	eV

ORCA calculation (ωB97M-V with the def2-TZVPD basis set) on 2 unconnected molecules or ions with the total composition C4H12N2O.

```
19
Properties=species:S:1:pos:R:3:lowdin_charge:R:1
H 0.218 -1.520 -0.813 0.098
H -2.923 -0.095 0.604 0.106
N -1.445 -0.760 1.994 -0.018
H -1.295 0.575 -1.480 0.079
H 1.023 -0.568 1.482 0.013
H -2.922 -1.643 1.024 0.061
H 1.578 1.911 -1.450 0.060
H 0.432 1.009 -2.266 0.061
N -2.640 -0.766 1.383 -0.106
C 1.719 -0.179 0.828 -0.053
H 2.127 0.386 -2.014 0.066
H 2.440 -0.864 0.535 0.055
C 0.747 0.402 -0.249 -0.406
O -1.442 -0.280 -1.055 -0.061
C 1.295 0.908 -1.631 -0.040
H 0.178 1.311 0.113 0.143
H -1.059 0.184 2.030 0.026
H 2.218 0.664 1.397 0.101
C -0.249 -0.675 -0.431 -0.185
```

Computed properties:
largest force on an atom	4.57	eV Å⁻¹
HOMO-LUMO gap (spin up / spin down)	8.32 / 8.49	eV

ORCA calculation (ωB97M-V with the def2-TZVPD basis set) on a molecular structure, C7H4Cl2CuF15O15S5.

```
49
Properties=species:S:1:pos:R:3:lowdin_charge:R:1
F 4.655 -1.076 -3.340 0.080
O 1.880 -0.414 -1.025 -0.376
O -1.127 -0.394 -2.302 -0.381
S -1.788 0.321 -3.401 0.526
H -5.211 1.379 2.500 0.053
O 2.467 2.013 2.079 -0.317
C -3.852 0.110 1.410 -0.546
O 3.902 -0.801 0.341 -0.328
S 0.405 3.124 -0.968 0.583
F 1.599 1.502 5.048 0.139
O 0.598 -2.334 0.297 -0.375
O 0.030 1.719 -0.706 -0.408
F -0.876 5.314 0.067 0.104
Cu -0.139 -0.302 -0.397 0.620
S 1.755 0.762 2.443 0.583
Cl -2.392 0.368 0.388 0.758
F 3.190 -2.534 -2.549 0.112
F 0.303 -5.206 0.053 0.120
O 2.550 -2.689 1.871 -0.305
C -2.844 -0.993 -4.482 -0.683
O 2.770 -0.267 2.750 -0.329
C 4.111 -1.635 -2.224 -0.604
O 1.798 3.422 -0.526 -0.324
F 0.074 0.080 4.425 0.108
F -3.380 -0.338 -5.493 0.128
Cl -3.083 1.925 3.264 0.581
F -0.096 3.911 1.589 0.157
F -0.079 2.119 3.889 0.049
F 5.102 -2.296 -1.579 0.081
H -4.172 2.358 1.323 0.055
O -2.785 1.291 -3.018 -0.339
H -4.639 -0.214 0.728 0.062
F -2.032 -1.944 -4.829 0.160
O 3.893 0.953 -1.330 -0.314
C 0.820 1.127 4.064 -0.669
F -3.873 -1.382 -3.728 0.108
H -3.660 -0.710 2.102 0.075
C 1.515 -4.755 0.336 -0.657
S 3.369 -0.344 -0.975 0.568
O 0.703 0.263 1.508 -0.378
F -1.817 3.352 0.488 0.052
O -0.841 0.958 -4.344 -0.333
S 1.266 -3.173 1.341 0.556
F 2.209 -5.690 1.017 0.090
C -0.662 4.039 0.426 -0.643
C -4.252 1.505 1.997 -0.637
O 0.369 -3.522 2.449 -0.355
F 2.307 -4.537 -0.723 0.114
O -0.043 3.630 -2.258 -0.320
```

Computed properties:
largest force on an atom	5.21	eV Å⁻¹
total charge	-3
HOMO-LUMO gap (spin up / spin down)	6.53 / 5.98	eV
⟨S²⟩	0.751
spin multiplicity	2

ORCA calculation (ωB97M-V with the def2-TZVPD basis set) on a molecular structure, C30H52P2V.

```
85
Properties=species:S:1:pos:R:3:lowdin_charge:R:1
H 1.820 4.163 0.088 0.101
H -2.573 1.888 -2.439 0.124
C -0.309 2.027 2.602 -0.612
H -1.290 1.179 -1.489 0.091
C -1.599 2.123 -1.977 -0.179
C -2.299 -2.091 -2.125 -0.013
H 1.572 2.137 -3.366 0.108
H 2.118 -3.957 -2.753 0.056
H -0.821 -5.370 1.854 0.087
H -0.409 -5.265 -0.768 0.050
H -1.221 -0.779 3.087 0.047
C 1.495 4.036 -0.956 -0.159
C -1.452 -3.403 1.307 -0.314
P 1.259 -3.091 -0.642 0.795
H -3.608 -0.053 -0.646 0.080
H -1.955 3.054 3.568 0.099
H 3.487 2.366 -2.456 0.051
H 2.964 -1.487 0.081 0.080
C 2.187 -4.431 0.172 -0.226
H 0.140 4.986 -2.340 0.113
H -2.060 -5.679 -0.314 0.102
H 0.222 -4.071 2.486 0.077
H 0.386 -4.363 -2.577 0.036
H 4.011 0.658 -2.388 0.060
C -0.585 2.480 -3.101 -0.185
H 2.262 -4.231 1.251 0.046
H -0.746 1.797 -3.954 0.123
C -1.784 3.197 -0.951 -0.110
C 1.733 -0.514 -1.499 -0.366
C 0.222 4.856 -1.250 -0.165
C 0.267 1.413 3.882 -0.029
H -0.793 3.497 -3.478 0.127
H 1.328 1.169 3.743 0.086
C -2.026 -1.517 2.987 -0.010
C -2.130 -2.381 -0.675 -0.300
H -1.510 4.985 0.069 0.115
H -1.372 -4.355 3.211 0.086
H 1.486 3.180 2.152 0.067
H -0.010 3.804 1.398 0.055
H 1.943 -0.463 -2.582 0.105
C -1.448 -4.906 -0.804 -0.042
H -2.305 0.633 0.351 0.038
H -2.685 -2.976 -2.651 0.090
C -0.819 -4.352 2.263 -0.023
V -0.316 -1.943 0.297 0.449
C -2.435 -1.496 0.415 -0.252
C 0.004 0.018 0.857 -0.071
H -2.974 -0.998 3.173 0.092
H -0.273 0.494 4.140 0.074
C -1.996 -2.118 1.632 -0.267
C 0.781 2.347 -2.644 -0.111
C -1.625 -3.603 -0.106 -0.313
C 0.411 3.339 2.298 -0.039
H -2.357 1.413 2.987 0.077
P 2.241 1.059 -0.777 1.010
H 0.174 2.117 4.719 0.097
H -2.720 3.082 -0.386 0.107
H -1.766 -4.835 -1.850 0.081
H 0.617 -0.560 -1.396 0.050
H 3.154 2.121 1.189 0.069
C -1.054 4.299 -0.665 -0.111
H 2.323 4.352 -1.605 0.120
H 3.199 -4.496 -0.252 0.052
C 1.139 -3.585 -2.419 -0.209
C 2.474 -1.714 -0.880 -0.356
C 1.140 2.590 -1.248 -0.393
H 0.867 -2.716 -3.033 0.043
H -3.000 -1.262 -2.271 0.078
H 3.248 -2.082 -1.571 0.094
H 4.523 1.799 -1.120 0.061
H -2.194 2.757 1.822 0.072
H 0.352 5.862 -0.825 0.121
H 0.271 4.031 3.140 0.102
H -1.889 -2.284 3.757 0.086
H -1.344 -1.812 -2.601 0.072
C -3.067 -0.156 0.302 -0.024
C 2.914 1.090 0.893 -0.185
C -1.801 2.330 2.756 -0.026
H -3.765 0.027 1.131 0.095
H 3.840 0.498 0.932 0.068
H 2.207 0.672 1.615 0.026
C 3.698 1.522 -1.787 -0.168
H 0.359 2.281 -0.541 0.059
H 1.675 -5.393 0.037 0.051
C -0.134 1.064 1.516 -0.144
```

Computed properties:
largest force on an atom	3.62	eV Å⁻¹
total charge	+1
HOMO-LUMO gap (spin up / spin down)	7.27 / 6.15	eV
⟨S²⟩	2.027
spin multiplicity	3

ORCA calculation (ωB97M-V with the def2-TZVPD basis set) on C17H28N2O5S2 in the gas phase.

```
54
Properties=species:S:1:pos:R:3:lowdin_charge:R:1
O -5.517 -3.144 -0.048 -0.078
H 0.928 4.435 -0.294 0.087
C 0.423 -0.411 3.303 -0.099
C 3.712 1.291 -0.117 -0.431
S -0.218 -0.162 1.636 0.671
H 4.245 4.267 -0.462 0.072
O 2.526 -1.714 1.639 0.047
H -1.599 -3.685 2.243 0.123
H 4.392 -0.543 0.792 0.123
H 0.811 -3.165 0.007 0.148
C -2.311 -1.499 -0.237 -0.227
O 0.725 0.619 0.881 -0.289
H -2.854 0.024 -2.494 0.096
H 1.296 4.868 -2.704 0.086
C -6.194 -4.156 0.659 -0.087
C 3.634 4.520 -1.326 -0.113
H -3.923 -4.353 1.819 0.101
H 4.595 1.860 0.175 0.079
H 0.834 3.165 -2.826 0.072
C 2.476 3.541 -1.478 -0.838
H 1.367 -0.934 3.215 0.042
C 0.747 -2.073 0.064 -0.081
H 2.339 -0.654 -1.303 0.104
C 4.020 -0.200 -0.176 -0.239
C -3.628 -1.853 -0.463 0.078
H 2.299 3.738 -3.624 0.073
H -3.121 0.894 -0.951 0.107
H 2.887 1.455 0.574 0.054
H -7.201 -4.179 0.247 0.093
H 4.762 -0.409 -0.953 0.115
H 2.154 3.611 0.664 0.083
C -3.488 -3.557 1.238 -0.020
H 4.266 4.501 -2.212 0.076
O -1.631 -0.538 -0.912 -0.105
H -0.313 -0.999 3.833 0.065
H -6.245 -3.933 1.729 0.096
H 0.945 2.669 -0.207 0.057
N 2.818 -0.951 -0.465 0.051
O -1.551 0.353 1.769 -0.267
C -2.173 -3.186 1.478 0.006
C 1.572 3.558 -0.254 -0.102
C 1.675 3.849 -2.740 -0.127
H -5.721 -5.132 0.512 0.095
C -1.578 -2.175 0.754 -0.233
H 3.252 5.530 -1.191 0.085
C -2.372 0.442 -1.604 -0.053
N -0.260 -1.747 1.058 -0.154
H 0.547 0.560 3.765 0.068
H 0.482 -1.673 -0.921 0.125
H -1.648 1.197 -1.904 0.094
C -4.221 -2.884 0.270 -0.265
C 2.101 -1.534 0.514 -0.510
H -4.234 -1.350 -1.198 0.122
S 3.172 1.844 -1.775 0.926
```

Computed properties:
largest force on an atom	1.39	eV Å⁻¹
HOMO-LUMO gap	9.16	eV